1.
ORCA calculation (the ωB97M-V functional and the def2-TZVPD basis) on a molecular structure, C6H7FS at a distorted geometry.

Properties
LUMO energy: 0.020 eV
spin multiplicity: 1
electronic energy: -19883.4748 eV
HOMO level: -0.2981 Eh

CARTESIAN COORDINATES (ANGSTROEM)
C: 0.467 -1.136 1.314
C: -0.104 -0.056 0.370
C: -0.219 -0.313 -1.036
C: -0.494 0.982 -1.734
C: -0.231 1.973 -0.808
C: 0.051 1.328 0.609
H: -1.161 -2.962 1.539
H: 0.043 -1.013 2.301
H: 1.673 -0.689 1.169
H: -0.183 -1.424 -1.380
H: -0.377 1.270 -2.893
H: 1.252 1.416 0.929
H: -0.518 1.780 1.608
F: -0.394 3.300 -0.947
S: 0.375 -2.797 0.810

***

2.
ORCA calculation (the ωB97M-V functional and the def2-TZVPD basis) on a single C6H7I molecule at a distorted geometry.

Properties
LUMO energy: 0.697 eV
spin multiplicity: 1
electronic energy: -14430.7425 eV
HOMO level: -0.3048 Eh
SMILES: C[C@]12C[C@@]13C[C@]23I

CARTESIAN COORDINATES (ANGSTROEM)
C: 0.281 1.626 0.876
C: 0.240 0.366 0.140
C: 1.211 -0.173 -0.948
C: -0.260 -0.421 -0.945
C: -1.608 -0.964 -0.482
C: -0.396 -0.989 0.497
I: 0.626 -2.738 1.025
H: -0.407 1.598 1.698
H: 0.071 2.519 0.247
H: 1.338 1.760 1.383
H: 1.917 -0.979 -0.709
H: 1.531 0.380 -1.738
H: -2.292 -0.137 -0.307
H: -2.251 -1.849 -0.736

***

3.
ORCA calculation (the ωB97M-V functional and the def2-TZVPD basis) on a single C6H7IO3 molecule at a distorted geometry.

Properties
LUMO energy: -0.225 eV
spin multiplicity: 1
electronic energy: -20576.6027 eV
HOMO level: -0.3783 Eh
SMILES: O=C(I)C[C@@H]1CCC(=O)O1

CARTESIAN COORDINATES (ANGSTROEM)
O: 2.654 -0.342 1.916
C: 2.472 -0.116 0.688
I: 3.443 1.599 -0.309
C: 1.518 -1.065 -0.227
C: 0.123 -0.293 -0.373
C: -0.887 -0.217 0.872
C: -1.899 0.869 0.192
C: -1.900 0.266 -1.296
O: -2.754 0.625 -2.133
O: -0.789 -0.655 -1.458
H: 1.421 -2.107 0.248
H: 2.057 -1.223 -1.229
H: 0.469 0.773 -0.678
H: -0.371 0.204 1.816
H: -1.431 -1.230 0.994
H: -2.881 1.092 0.723
H: -1.245 1.820 0.255

***

4.
ORCA calculation (the ωB97M-V functional and the def2-TZVPD basis) on a molecular structure, C6H7LuNO4 at a distorted geometry.

Properties
LUMO energy (spin up / spin down): -15.167 / -15.167 eV
charge: +3
spin multiplicity: 1
electronic energy: -49601.1801 eV
HOMO level (spin up / spin down): -0.7631 / -0.7631 Eh

CARTESIAN COORDINATES (ANGSTROEM)
Lu: 0.079 0.262 0.803
C: -0.004 1.802 2.379
O: -0.378 2.518 3.247
C: -0.250 2.306 -0.478
O: -0.411 3.218 -1.194
C: -2.072 1.120 0.889
O: -3.153 1.534 0.859
C: 2.116 1.415 0.678
O: 3.082 2.043 0.637
C: -0.147 -1.973 -2.363
H: 0.810 -2.469 -2.127
H: -1.060 -2.490 -2.032
C: -0.190 -0.811 -3.022
H: -1.153 -0.277 -3.144
H: 0.727 -0.273 -3.313
N: 0.426 -1.726 1.923
H: -0.355 -2.245 2.354
H: 1.105 -1.586 2.690
H: 0.829 -2.368 1.213

***

5.
ORCA calculation (the ωB97M-V functional and the def2-TZVPD basis) on a single C6H7N molecule at a distorted geometry.

Properties
LUMO energy: 0.949 eV
spin multiplicity: 1
electronic energy: -7820.8534 eV
HOMO level: -0.2717 Eh

CARTESIAN COORDINATES (ANGSTROEM)
C: 0.550 1.796 0.937
C: 0.987 1.132 0.042
C: -1.295 -0.888 1.972
C: 1.143 0.177 -1.033
C: -0.276 -0.187 -1.520
C: -1.230 -0.404 -0.421
N: -1.095 -0.675 0.742
H: 0.348 2.453 1.730
H: -1.343 -1.895 2.346
H: -1.374 -0.057 2.651
H: 1.731 0.605 -1.849
H: 1.657 -0.712 -0.657
H: -0.671 0.615 -2.147
H: -0.258 -1.097 -2.126

***

6.
ORCA calculation (the ωB97M-V functional and the def2-TZVPD basis) on a single C6H7N molecule at a distorted geometry.

Properties
LUMO energy: 0.680 eV
spin multiplicity: 1
electronic energy: -7822.5340 eV
HOMO level: -0.3295 Eh
SMILES: C=C=C(C)CC#N

CARTESIAN COORDINATES (ANGSTROEM)
C: -0.817 -2.378 -0.499
C: -0.297 -1.191 -0.473
C: 0.173 -0.022 -0.164
C: 1.585 0.253 0.253
C: -0.824 1.099 -0.304
C: -0.943 1.901 0.908
N: -0.997 2.501 1.894
H: -0.257 -2.739 0.379
H: -1.143 -2.851 -1.423
H: 2.095 0.907 -0.455
H: 1.562 0.754 1.231
H: 2.158 -0.672 0.375
H: -0.492 1.739 -1.132
H: -1.803 0.698 -0.589

***

7.
ORCA calculation (the ωB97M-V functional and the def2-TZVPD basis) on a single C6H7N molecule at a distorted geometry.

Properties
LUMO energy: 0.784 eV
spin multiplicity: 1
electronic energy: -7823.0489 eV
HOMO level: -0.3836 Eh
SMILES: C#C[C@@H](C)CC#N

CARTESIAN COORDINATES (ANGSTROEM)
C: 0.089 2.580 -0.326
C: -0.368 1.466 -0.344
C: -0.641 0.038 -0.151
C: -0.137 -0.796 -1.360
C: -0.010 -0.253 1.263
C: 0.883 -1.405 1.322
N: 1.633 -2.285 1.338
H: 0.532 3.543 -0.241
H: -1.717 -0.140 -0.055
H: 0.146 -0.134 -2.183
H: 0.732 -1.412 -1.116
H: -0.923 -1.461 -1.729
H: 0.577 0.619 1.568
H: -0.798 -0.361 2.013

***

8.
ORCA calculation (the ωB97M-V functional and the def2-TZVPD basis) on a molecular structure, C6H7N at a distorted geometry.

Properties
LUMO energy (spin up / spin down): -0.552 / -0.552 eV
spin multiplicity: 1
electronic energy: -7818.1183 eV
HOMO level (spin up / spin down): -0.3007 / -0.3007 Eh

CARTESIAN COORDINATES (ANGSTROEM)
C: -1.551 0.138 -0.407
C: 1.567 0.157 -1.183
C: -0.526 -0.406 0.282
C: 0.423 0.488 -0.355
C: 1.725 1.212 -0.200
C: -0.366 -1.565 1.153
N: -0.786 1.178 -1.021
H: -2.607 0.106 -0.621
H: 2.259 0.964 0.645
H: 1.754 2.141 -0.579
H: 0.710 -1.786 1.558
H: -0.967 -1.316 2.160
H: -0.648 -2.521 0.567
H: -0.988 1.209 -2.000

***

9.
ORCA calculation (the ωB97M-V functional and the def2-TZVPD basis) on a molecular structure, C6H7N at a distorted geometry.

Properties
LUMO energy: 0.452 eV
spin multiplicity: 1
electronic energy: -7818.9383 eV
HOMO level: -0.3429 Eh

CARTESIAN COORDINATES (ANGSTROEM)
C: -1.292 0.097 -0.099
C: 1.531 0.203 -0.106
C: -1.805 -1.090 -0.352
C: -1.134 1.367 0.602
C: 2.237 -0.969 0.255
C: -0.252 1.015 -0.491
N: 2.772 0.356 -0.290
H: -1.211 -1.697 -1.188
H: -2.587 -1.482 0.141
H: -1.943 2.206 0.479
H: -0.847 1.428 1.578
H: 2.357 -1.188 1.321
H: 2.129 -1.811 -0.425
H: 0.046 1.565 -1.425

***

10.
ORCA calculation (the ωB97M-V functional and the def2-TZVPD basis) on a single C6H7N molecule at a distorted geometry.

Properties
LUMO energy: 0.888 eV
spin multiplicity: 1
electronic energy: -7821.4602 eV
HOMO level: -0.3253 Eh
SMILES: C#CC(=C)/N=C/C

CARTESIAN COORDINATES (ANGSTROEM)
C: -2.333 0.414 2.861
C: -1.591 0.662 1.945
C: -0.707 1.017 0.907
C: 0.025 2.126 0.886
N: -0.642 0.104 -0.179
C: 0.394 -0.537 -0.489
C: 0.532 -1.608 -1.556
H: -2.769 0.362 3.813
H: 0.806 2.170 0.227
H: -0.218 2.922 1.459
H: 1.444 -0.556 0.070
H: 0.350 -2.671 -0.973
H: 1.519 -1.470 -1.975
H: -0.325 -1.543 -2.369

***

11.
ORCA calculation (the ωB97M-V functional and the def2-TZVPD basis) on a molecular structure, C6H7N at a distorted geometry.

Properties
LUMO energy (spin up / spin down): 0.548 / 0.456 eV
spin multiplicity: 1
electronic energy: -7819.3264 eV
HOMO level (spin up / spin down): -0.2704 / -0.2704 Eh

CARTESIAN COORDINATES (ANGSTROEM)
C: 2.017 0.355 0.449
C: -1.639 -0.254 0.363
C: -1.932 0.989 0.534
C: 1.287 0.411 -0.917
C: -0.881 -1.378 -0.135
C: 0.395 -0.632 -0.136
N: 1.286 -0.578 1.001
H: 2.961 0.627 0.932
H: -1.297 1.872 0.653
H: -3.039 1.287 0.552
H: 0.826 1.276 -1.258
H: 1.896 -0.082 -1.583
H: -0.719 -2.060 0.649
H: -1.163 -1.834 -1.104

***

12.
ORCA calculation (the ωB97M-V functional and the def2-TZVPD basis) on a molecular structure, C6H7N at a distorted geometry.

Properties
LUMO energy: 1.071 eV
spin multiplicity: 1
electronic energy: -7822.2152 eV
HOMO level: -0.3140 Eh

CARTESIAN COORDINATES (ANGSTROEM)
C: 1.180 -0.527 -0.439
C: 0.015 -1.166 -0.576
C: -1.139 -0.274 -0.175
C: -0.927 -0.438 1.293
N: -0.382 0.693 1.587
C: 0.957 0.946 -0.352
C: -0.472 1.103 0.159
H: 1.064 0.792 -1.462
H: 2.187 -0.903 -0.516
H: -0.130 -2.218 -0.758
H: -2.113 -0.357 -0.673
H: -0.942 -1.357 1.886
H: 1.693 1.651 0.049
H: -0.990 2.055 -0.023